{
  "formula": "C4H12N2",
  "method": "ωB97M-V with the def2-TZVPD basis set",
  "species": ["C", "C", "C", "N", "C", "N", "H", "H", "H", "H", "H", "H", "H", "H", "H", "H", "H", "H"],
  "xyz": [[-0.2217, -0.5562, -1.1726], [1.0801, 0.1875, -1.0020], [1.5003, 0.2258, 0.5117], [0.3504, 0.2379, 1.9082], [-1.4226, 0.1403, -0.5894], [-2.2740, -0.2120, 0.5804], [0.1067, -1.5476, -0.6902], [-0.3470, -0.6823, -2.2872], [1.0154, 1.1635, -1.2915], [1.8568, -0.4150, -1.5473], [2.5204, 0.6526, 0.6430], [1.3584, -0.6300, 1.1746], [0.9419, 1.0291, 1.1099], [0.8425, 0.5842, 2.7237], [-0.8934, 1.0633, -0.3472], [-1.9868, 0.3021, -1.5353], [-2.8423, -1.0677, 0.3673], [-1.5850, -0.4756, 1.4439]],
  "e_lumo_ev": 0.77,
  "homo_energy_ev": -8.43,
  "charge": 0,
  "relative_energy_kcal_mol": 158.3,
  "total_energy_ha": -268.864112,
  "gap_ev": 9.2
}

---

{
  "formula": "C2H2N4",
  "method": "ωB97M-V with the def2-TZVPD basis set",
  "species": ["C", "N", "N", "N", "C", "N", "H", "H"],
  "xyz": [[-0.9064, -0.3643, -0.1548], [-1.5911, 0.4327, -0.7921], [0.5056, 1.9428, 0.1964], [1.0036, 0.9107, 0.3176], [1.1206, -0.3784, 0.4096], [-0.1262, -1.0648, 0.5011], [-2.0702, -0.5926, -0.8810], [2.0641, -0.8861, 0.4032]],
  "e_lumo_ev": 0.34,
  "homo_energy_ev": -8.13,
  "charge": 0,
  "relative_energy_kcal_mol": 102.0,
  "total_energy_ha": -296.262354,
  "gap_ev": 8.5
}